1.
C52H57Cl2CuN3O5 as an isolated structure at a distorted geometry. Source: the Open Molecules 2025 dataset; level of theory: ωB97M-V with the def2-TZVPD basis set.

```
120
C52H57Cl2CuN3O5, DFT ωB97M-V with the def2-TZVPD basis set
Cu 0.0336 -0.5383 -4.0328
Cl -4.9072 -2.5776 -2.6319
Cl -4.6835 0.5370 -1.3555
O 0.7705 1.0428 3.8706
O -5.4115 -5.2866 1.6015
O -1.1903 -7.2145 4.3300
O -1.8526 5.6418 3.1898
O -0.0537 -0.6578 -1.8139
N -0.2139 3.4292 -2.7494
N 1.8088 -3.3948 -1.8193
N 7.6017 0.4388 -0.8607
C -3.4579 -0.2941 -2.3284
C 6.3326 -1.4971 -0.3678
C 0.3239 3.2066 4.7512
C 5.5511 0.0915 -1.9855
C 6.6828 0.8259 -1.7662
C -3.4310 -1.7906 -2.0891
C 1.4196 4.1629 6.6412
C -4.4507 -7.1342 2.7281
C -1.9756 -3.0072 1.7296
C -1.1935 2.1114 3.0430
C -3.1330 -3.7498 1.7259
C 4.1080 -1.8909 -1.4705
C -3.3427 -8.9673 3.8646
C 1.0032 2.5495 -2.8630
C -1.8799 3.2477 -0.9657
C -1.3839 2.6102 -2.2368
C -2.1475 -6.8088 3.7079
C -0.3731 4.4014 4.5723
C 0.2801 -0.4416 -0.4842
C 2.2965 -2.7059 -2.8611
C -4.3966 -9.8029 3.5164
C -0.9486 -4.6899 3.1318
C -0.6492 3.9882 -0.4296
C -0.1793 5.8743 -5.7735
C -3.2080 -4.9812 2.3575
C 0.8461 6.6225 -6.6008
C 1.2083 3.0610 5.8256
C -4.4886 -5.7491 2.2323
C 0.4611 5.0106 -4.6728
C 0.7920 5.3851 6.4263
C 2.3313 -3.2612 -0.5960
C -0.1240 5.4968 5.3939
C -2.1290 -5.4469 3.0983
C 5.3697 -1.1271 -1.2975
C -3.6385 2.0395 1.7847
C 0.0095 4.5434 -1.6876
C -2.9275 0.8336 1.8849
C -5.4416 -9.3091 2.7505
C -3.3299 -7.6457 3.4258
C 0.4659 -4.0472 -1.9724
C 7.4316 -0.6850 -0.1632
C -3.1146 3.2352 2.2531
C -0.8596 -3.5111 2.3926
C -1.6913 0.9252 2.5250
C -1.3521 4.5735 3.4592
C 3.4832 -2.0115 -2.7079
C 3.5072 -2.5695 -0.4041
C 0.0802 2.0371 3.8459
C -5.4985 -7.9819 2.3799
C -1.8934 3.3088 2.9022
C -0.5638 4.0613 -4.0903
C 8.8547 1.2315 -0.7048
H 0.9093 5.6707 -3.9249
H 4.7143 0.3321 -2.6241
H 0.6347 -4.9438 -2.5632
H -3.9272 -3.3103 1.1352
H 8.8246 2.1307 -1.3086
H -2.6866 3.9519 -1.1888
H -2.5196 0.0579 -1.8822
H 1.7857 -2.7006 -3.8122
H -0.1464 -4.9430 3.8110
H -4.6161 1.9725 1.3249
H 6.8425 1.7420 -2.3167
H -1.4683 4.6273 -3.8531
H -0.9068 4.7650 0.2850
H -0.4080 5.4996 -1.9952
H 0.8817 6.1894 7.1429
H 0.8151 1.8901 -3.7156
H 1.2019 2.1063 -1.8920
H -0.8808 3.2720 -4.7731
H 3.8626 -1.5834 -3.6279
H -0.8145 5.2035 -6.3603
H -4.4356 -10.8516 3.7759
H -3.4816 0.2489 -3.2727
H -6.1756 -10.0478 2.4533
H -0.1178 -3.2690 -2.4581
H 4.0179 -2.5339 0.5474
H 6.1623 -2.3763 0.2370
H 1.6010 5.9759 -7.0461
H 0.3072 7.1974 -7.3525
H 1.9831 3.9414 7.5401
H -2.4819 -9.4427 4.3143
H -1.8282 -2.0616 1.2204
H 9.6757 0.6181 -1.0781
H -0.9869 1.6612 -1.8364
H -0.5256 -0.4528 0.2620
H 1.3867 7.3541 -5.9964
H 0.0711 3.2791 -0.0135
H -1.0263 0.0736 2.6245
H 0.7757 0.5342 -0.3417
H 0.0261 -4.2729 -1.0058
H 1.3196 4.4459 -5.0530
H 1.9053 -3.8256 0.2224
H -0.8745 6.5612 -5.2847
H 1.8499 3.1908 -3.1092
H -2.2568 2.5417 -0.2314
H -6.3588 -7.5946 1.8527
H -3.2919 -0.0479 1.3765
H 8.2357 -0.9554 0.5084
H 9.0492 1.3867 0.3528
H 1.0938 4.6210 -1.7250
H 1.7288 2.1375 6.0291
H 0.9671 -1.2104 -0.0917
H 0.0958 -3.0026 2.4712
H -1.9086 2.1094 -3.0508
H -3.2375 -1.9276 -1.0247
H -0.6088 6.4583 5.3007
H -2.5328 -2.2138 -2.5470
H -3.7582 4.0723 2.0095
```

Computed properties:
Charge: +3
ΔE to the lowest compared entry with this formula, charge and spin (kJ/mol): 0.00
Frontier orbital gap (eV): 4.12

Results of the Löwdin charge analysis, in e, for atoms 1 through 8: atom 1 (Cu): 0.66, atom 2 (Cl): 0.62, atom 3 (Cl): 0.62, atom 4 (O): 0.09, atom 5 (O): 0.12, atom 6 (O): 0.12, atom 7 (O): 0.12, atom 8 (O): -0.41

***

2.
C52H64AsGaN6O13PS3 as an isolated structure at a distorted geometry. Source: the Open Molecules 2025 dataset; level of theory: ωB97M-V with the def2-TZVPD basis set.

```
141
C52H64AsGaN6O13PS3, DFT ωB97M-V with the def2-TZVPD basis set
As 1.4946 -3.3095 -1.6206
Ga -0.2462 -0.0091 -0.3703
S 1.0818 2.5707 -1.8167
S 2.4825 0.3393 0.1375
S -1.4584 6.0612 0.1347
P -0.7232 -1.2669 2.8100
O 1.3926 -0.7030 -2.9273
O -0.8175 1.4960 1.0931
O -0.6299 -1.2244 1.3257
O -3.0191 -1.2651 -2.0737
O 1.4357 -0.7238 -0.0961
O -2.2606 0.5767 -0.2453
O 3.5372 -0.2221 0.9501
O 1.9335 1.5693 0.6383
O 1.0381 3.6327 -0.8387
O -2.7344 6.6226 0.5253
O 0.2019 1.4160 -1.4542
O -0.8689 6.5979 -1.0538
O 0.7145 3.0221 -3.1397
N -2.2718 -1.7152 3.3398
N -0.4336 -0.7302 -4.2876
N -0.3851 0.1526 3.5979
N -0.7411 -0.9674 -2.0767
N 0.3348 -2.4116 3.3975
N -1.6580 4.4289 -0.0002
C -2.2133 3.8532 1.2078
C 4.6904 -4.4591 -1.5025
C -3.7504 -2.1284 1.5219
C 5.9725 -4.0941 -1.1408
C -1.8579 -0.5289 -4.1016
C -2.9531 2.5561 0.8936
C 5.3986 -4.3522 1.1675
C 0.1860 -0.7588 -3.0640
C 0.4301 1.0465 5.6375
C 0.6717 -4.7093 3.1855
C -4.3896 -1.0460 2.3846
C -2.2222 2.7494 -5.9171
C -4.8994 -1.9420 -5.8231
C -3.2716 -0.6395 3.3534
C -2.7123 -1.4003 -4.9787
C 2.0635 6.7490 5.0171
C 0.7827 5.5130 1.6593
C 2.3401 -5.0830 -0.9078
C 4.2484 0.0138 -1.9364
C -2.1391 0.9470 -4.3287
C -4.3659 -2.9971 -6.5454
C 4.4064 1.5428 -3.7745
C -2.1817 -2.4483 -5.7171
C 0.9823 0.6403 3.3604
C 0.5177 -4.4190 4.6818
C -1.9884 -0.9441 -2.6119
C 3.1884 0.7501 -1.4390
C 0.1826 -2.9182 4.7492
C -3.0048 -3.2422 -6.4957
C 4.1205 -4.7268 0.8017
C -4.0782 -1.1504 -5.0429
C 2.7072 1.8502 -2.1096
C 3.3315 2.2574 -3.2763
C -2.2300 3.6673 -4.8803
C 1.2108 6.5585 3.7972
C -0.3702 6.2673 1.5483
C 6.3324 -4.0389 0.1962
C -0.3409 -3.7248 -1.0332
C -2.8026 -2.7975 2.5085
C -0.8290 0.5433 4.9314
C -0.7684 7.1283 2.5543
C 1.1803 -4.0782 -3.4478
C -2.1657 1.3969 -5.6449
C 1.2325 1.6382 4.4822
C -2.1961 1.8683 -3.2951
C 4.8453 0.3980 -3.1245
C -1.9400 1.4750 0.5674
C 1.1087 -3.3577 2.6200
C 0.0239 7.2762 3.6770
C 3.7411 -4.7879 -0.5349
C 1.5697 5.6679 2.7921
C -2.2207 3.2254 -3.5698
H 4.8811 1.8589 -4.6908
H 2.9881 6.1833 4.9466
H 7.3319 -3.7428 0.4783
H -2.1877 1.5316 -2.2729
H 4.4064 -4.4801 -2.5481
H -2.7988 0.2949 3.0488
H -5.9585 -1.7303 -5.8764
H -0.2903 -4.9871 2.7524
H -2.1237 0.6803 -6.4544
H 0.5456 -4.9632 -3.3953
H -0.8014 3.9876 -0.3421
H 2.2915 1.7329 4.7100
H 2.3126 7.8021 5.1379
H -2.2211 4.7258 -5.0917
H 0.0428 -0.2166 -5.0154
H -2.9024 4.6038 1.6074
H -1.4324 3.6452 1.9519
H 0.8687 -2.4086 5.4359
H -1.6967 7.6651 2.4302
H 0.8405 2.6150 4.2000
H -3.3463 -3.4892 3.1622
H -0.4553 -4.7728 -0.7545
H 1.3914 -5.5031 2.9948
H -1.5524 1.3675 4.8460
H 0.9743 0.2095 6.0782
H -5.2263 -1.4598 2.9520
H -5.0119 -3.6287 -7.1390
H -1.9851 -3.3235 2.0152
H -4.4844 -2.8185 1.1124
H 1.5186 6.4296 5.9051
H -2.2433 3.0856 -6.9443
H 6.6955 -3.8351 -1.9035
H 1.4527 -4.6177 5.2058
H 4.5563 -0.8625 -1.3870
H -2.2067 3.9344 -2.7560
H -1.3052 -0.2866 5.4581
H 2.2778 -5.8320 -1.6971
H 2.1781 -3.1897 2.7937
H 2.9313 3.1211 -3.7796
H 2.4700 5.0800 2.8980
H 1.7810 -5.4254 -0.0362
H -0.8418 -2.7427 5.0832
H -3.1870 -1.6854 0.7008
H -2.5796 -4.0504 -7.0743
H 0.2027 1.7699 6.4195
H 3.3943 -4.9703 1.5640
H -3.6516 -0.5313 4.3770
H -0.6026 -3.0848 -0.1965
H 5.6659 -4.2933 2.2139
H -3.5551 2.2455 1.7504
H 1.7002 -0.1883 3.4110
H -1.1192 -2.6298 -5.6836
H -1.0331 -3.4961 -1.8397
H -4.4814 -0.3259 -4.4772
H -0.2759 7.9496 4.4692
H 0.9171 -3.2263 1.5563
H 0.6783 -3.3153 -4.0387
H 1.0646 4.8179 0.8796
H 1.0599 1.0946 2.3747
H 2.1177 -4.3346 -3.9418
H -4.7373 -0.2050 1.7906
H -3.6041 2.6860 0.0294
H 5.6498 -0.1880 -3.5448
H -0.2612 -5.0258 5.1404
```

Computed properties:
Charge: -1
Frontier orbital gap (eV): 8.04

Results of the natural (NBO) charge analysis, in e, for atoms 1 through 8: atom 1 (As): 0.97, atom 2 (Ga): 1.95, atom 3 (S): 2.46, atom 4 (S): 2.41, atom 5 (S): 2.32, atom 6 (P): 2.53, atom 7 (O): -0.65, atom 8 (O): -0.71